{"formula": "C19H25NO5", "method": "the ωB97M-V functional and the def2-TZVPD basis", "elements": ["C", "C", "H", "H", "O", "C", "O", "C", "C", "C", "C", "C", "C", "N", "C", "O", "C", "H", "H", "O", "C", "O", "C", "H", "C", "C", "C", "C", "C", "C", "H", "H", "H", "H", "H", "H", "H", "H", "H", "H", "H", "H", "H", "H", "H", "H", "H", "H", "H", "H"], "xyz": [[-3.520521, -3.920535, 0.142717], [-4.384736, -3.094584, -0.772341], [-4.028615, -2.921229, -1.830707], [-5.488984, -3.540930, -0.772147], [-4.656142, -1.947556, -0.384494], [-3.805070, -0.960606, -0.507919], [-2.917908, -1.268750, -1.146307], [-3.993880, 0.461788, -0.051727], [-5.162163, 0.661023, 0.765130], [-5.311832, 1.799288, 1.465132], [-4.507300, 3.087084, 1.329588], [-3.422650, 2.819759, 0.435493], [-3.037587, 1.324762, -0.207993], [-1.916925, 1.398076, -0.847216], [-0.912877, 2.139572, -1.246622], [-0.861551, 3.254728, -0.582647], [0.199220, 1.376582, -1.989502], [0.033659, 0.394950, -1.998761], [0.176404, 2.071501, -3.107193], [1.429857, 1.947530, -1.472859], [1.675560, 1.575042, -0.404913], [0.814765, 1.087538, 0.536171], [3.096998, 2.142507, 0.140360], [2.956543, 2.638815, 1.190490], [4.052228, 1.005768, 0.049202], [3.762201, 0.040893, 1.517082], [4.664330, -1.324670, 1.719422], [4.720813, -1.871199, 0.453451], [4.982679, -1.254360, -0.635981], [4.112078, -0.107838, -0.870977], [4.360670, 0.624682, -1.875655], [3.047395, -0.504910, -1.232465], [5.096244, -1.817707, -1.612166], [6.048244, -0.943594, -0.643889], [5.365540, -2.912357, 0.632966], [3.738243, -2.273202, 0.373733], [4.388489, -1.717657, 2.424155], [5.654742, -0.723705, 2.170325], [3.671574, 0.704996, 2.426497], [2.549630, -0.239417, 1.505845], [5.141290, 1.167712, 0.600504], [3.347436, 2.753883, -0.460691], [-1.986899, 0.318777, -1.231583], [-2.665280, 3.389932, 0.442261], [-4.733442, 3.899228, 1.719428], [-6.078155, 1.914331, 2.066850], [-5.717314, -0.292298, 1.023201], [-3.763928, -4.101101, 1.133657], [-3.507736, -4.839648, -0.440766], [-2.705350, -3.422894, 0.063880]], "forces_ev_per_angstrom": [[-3.8567, -2.6347, -3.0518], [-2.8459, -7.8214, -3.4319], [0.1759, -1.7273, 0.7372], [2.2544, -0.0589, -0.6773], [-5.2712, 9.7692, 6.4396], [-4.4154, 2.2922, 2.0306], [9.4146, -0.4803, -5.1749], [-3.5131, -5.2428, 0.8925], [1.0472, -0.9141, 0.7777], [2.6800, 2.9847, -2.2142], [3.6123, -12.8368, -7.2830], [-5.9497, -5.8676, 2.1931], [-2.7171, 10.8273, 4.2101], [0.4079, -9.3481, -4.7974], [0.3391, 4.2352, 5.8359], [1.5322, -2.5816, -4.1411], [-1.0250, 9.9231, -3.7683], [0.1655, -3.9502, -0.0815], [0.0136, -3.0064, 2.7907], [-2.8349, 0.8404, -10.7027], [0.8322, -2.4596, 18.0465], [3.9933, 1.3457, -5.5995], [-5.0720, -8.0928, 7.0417], [0.3177, -1.3867, -1.9486], [3.0829, -3.2109, 9.6265], [-4.1582, -0.0969, 0.5792], [6.6428, 16.4740, -8.2951], [-0.7328, -12.6110, 6.9198], [5.8847, 5.2802, -10.4467], [-2.8966, 3.7219, -7.0637], [-0.0024, -2.7420, 1.4402], [1.7381, 0.7814, 1.2294], [-0.9973, -0.1053, 1.2163], [-0.1099, 0.7287, 0.3200], [-1.1825, 2.1502, -1.0151], [-1.3913, -0.9298, -0.2528], [-5.7104, -8.4126, 12.8099], [-1.5147, -1.8887, -1.5151], [0.9602, -0.4835, -0.8323], [3.0099, 0.2310, -0.5016], [-2.1148, 0.6090, -2.4908], [3.1343, 8.6283, -7.8853], [1.4102, 2.5825, 0.2598], [5.2551, 4.5469, -0.7587], [-1.8507, 7.3066, 3.7442], [-3.8654, 0.0666, 3.0859], [0.3306, 1.5919, -0.5070], [-1.1675, -0.0209, 1.7153], [0.7070, -0.4530, 0.4941], [6.2537, 2.4469, 0.0002]], "mulliken_charge": [-1.36, -0.17, 0.33, 0.21, -0.36, 1.02, -0.69, 0.46, -0.82, -0.60, -1.04, -1.01, 0.28, 0.03, 0.90, -0.73, -0.80, 0.53, 0.27, -0.03, 0.65, -0.65, -1.79, 0.30, 0.37, -0.82, -1.50, 0.01, -0.90, 0.03, 0.07, 0.11, 0.29, 0.33, 0.14, 0.27, 0.95, 0.28, 0.43, 0.22, 0.16, 0.96, 0.14, 0.79, 0.75, 0.50, 0.30, 0.36, 0.34, 0.48], "homo_energy_ev": -8.44, "largest_force_ev_per_a": 19.60, "relative_energy_kj_mol": 1946.8, "molar_mass_g_mol": 347.411, "smiles": "CCOC(=O)c1ccccc1NC(=O)COC(=O)CC1CCCCC1"}